Below is C17H21CoN2O2S3Si2 as an isolated structure at a distorted geometry, with properties calculated with ωB97M-V/def2-TZVPD.

The geometry in XYZ format:
```
48
C17H21CoN2O2S3Si2, DFT ωB97M-V/def2-TZVPD
Co -1.033 0.546 0.730
O -1.064 -1.099 2.130
N -0.063 -1.378 2.871
N 0.889 -0.441 2.721
O 0.756 0.522 1.840
C 2.056 -0.597 3.447
C 3.099 0.320 3.255
C 4.254 0.183 3.980
C 4.394 -0.869 4.900
C 3.354 -1.785 5.059
C 2.149 -1.658 4.409
H 2.929 1.126 2.505
H 5.072 0.906 3.820
H 5.324 -0.993 5.446
H 3.523 -2.638 5.703
H 1.300 -2.357 4.528
S -4.293 3.950 1.627
C -3.265 2.946 0.841
S -2.173 2.053 1.858
S -3.171 2.798 -0.825
C -1.864 -2.588 -0.481
Si -2.217 -0.764 -0.840
C -4.079 -0.533 -1.065
C -1.386 -0.550 -2.568
C -1.782 -1.312 -3.655
C -1.170 -1.168 -4.883
C -0.157 -0.244 -5.029
C 0.276 0.507 -3.945
C -0.341 0.363 -2.718
Si 0.212 1.317 -1.149
C 0.152 3.141 -1.635
C 2.035 0.784 -0.936
H -2.203 -3.137 -1.365
H -2.384 -2.984 0.396
H -0.803 -2.802 -0.353
H -4.429 -1.337 -1.731
H -4.294 0.454 -1.515
H -4.612 -0.562 -0.122
H -2.576 -2.054 -3.538
H -1.474 -1.765 -5.726
H 0.328 -0.117 -5.992
H 1.097 1.232 -4.077
H 0.976 3.315 -2.336
H 0.303 3.752 -0.757
H -0.814 3.401 -2.046
H 2.457 0.856 -1.954
H 2.155 -0.209 -0.557
H 2.558 1.467 -0.268
```

As for the HOMO-LUMO gap (alpha / beta): 4.1 / 4.9 eV. Its total charge is -2. The calculation puts the max |F| at 2.7 eV/Å. Its spin multiplicity is 5. The value obtained for the lowest unoccupied orbital energy (alpha / beta) is 4.344 / 4.341 eV.

=====

Below is a 2-piece molecular cluster, C17H21F3N2O5PS overall at a distorted geometry, with properties calculated with ωB97M-V/def2-TZVPD.

The geometry in XYZ format:
```
50
C17H21F3N2O5PS, DFT ωB97M-V/def2-TZVPD
C -3.095 1.237 -6.929
C -2.845 1.901 -5.698
C -2.667 2.716 -4.287
C -2.148 1.813 -3.021
C -2.050 0.186 -3.201
C -1.573 -0.765 -1.921
N -1.430 -2.277 -1.867
S -0.925 -2.596 -0.208
N -0.797 -0.976 0.486
C -1.188 0.075 -0.529
C -1.222 1.710 -0.296
C -0.794 2.495 1.077
C 0.250 1.690 2.049
O -0.368 1.256 3.345
C -0.621 2.451 4.204
C -2.275 2.469 4.446
C -1.751 2.605 -1.602
P -1.944 4.504 -1.621
O -2.168 5.185 -0.035
O -0.604 5.207 -2.482
H -3.314 0.983 -8.074
H -3.689 3.221 -3.941
H -1.892 3.604 -4.437
H -2.310 -0.396 -4.202
H -1.766 2.896 1.642
H -0.227 3.486 0.728
H 1.087 2.477 2.373
H 0.843 0.815 1.518
H -0.033 2.397 5.233
H -0.342 3.466 3.687
H -2.594 1.319 4.415
H -2.585 2.980 5.452
H -2.839 3.039 3.574
H -1.392 5.828 0.127
H -0.177 4.420 -2.971
C 3.425 -3.100 0.268
C 2.614 -3.648 1.426
O 2.221 -5.004 1.250
C 3.173 -6.063 1.549
O 3.682 -5.909 2.767
C 4.265 -6.268 0.425
F 3.723 -6.099 -0.816
F 4.761 -7.538 0.434
F 5.331 -5.434 0.496
H 3.041 -3.457 -0.692
H 3.405 -2.006 0.274
H 4.472 -3.397 0.343
H 1.679 -3.079 1.466
H 3.112 -3.471 2.385
H 2.540 -6.949 1.392
```

As for the HOMO-LUMO gap: 3.5 eV. Its total charge is -1. The calculation puts the max |F| at 9.9 eV/Å. Its spin multiplicity is 1. The value obtained for the lowest unoccupied orbital energy is -0.028 eV.

=====

Below is one molecule with the formula C17H21F6I2N2O9PS2 at a distorted geometry, with properties calculated with ωB97M-V/def2-TZVPD.

The geometry in XYZ format:
```
60
C17H21F6I2N2O9PS2, DFT ωB97M-V/def2-TZVPD
C -1.848 4.042 -2.610
C -1.700 2.674 -1.929
C -0.378 2.070 -2.404
O -0.061 0.785 -1.884
C 0.218 0.694 -0.533
C 0.987 1.834 0.098
C 2.331 2.187 -0.574
C 3.216 2.888 0.411
F 3.359 4.241 0.249
C 3.881 2.304 1.447
F 3.641 2.463 2.736
F 4.877 1.443 1.248
O -1.049 0.600 0.193
C -1.292 -0.531 0.922
N -2.672 -0.998 0.975
C -3.569 -0.179 0.780
S -4.723 0.761 0.378
S -0.972 0.025 2.681
O -1.573 -0.929 3.564
O 0.387 0.346 2.982
C -1.947 1.614 3.007
F -1.857 2.514 2.028
F -3.202 1.357 3.349
F -1.336 2.129 4.082
C -0.392 -1.628 0.232
C -0.097 -2.983 0.934
I 0.980 -2.895 2.781
C 0.614 -4.041 -0.043
C -0.320 -5.185 -0.461
I 2.336 -5.002 0.894
P -1.462 -2.164 -1.225
O -0.643 -2.729 -2.307
O -2.542 -3.248 -0.765
O -2.301 -0.947 -1.827
C 0.766 -0.776 -0.349
C 2.211 -1.006 0.073
O 2.602 -0.371 1.282
N 3.693 -1.060 1.861
O 3.865 -0.695 2.947
H -2.619 4.646 -2.143
H -0.910 4.591 -2.550
H -2.100 3.870 -3.655
H -1.648 2.819 -0.851
H -2.556 2.042 -2.150
H 0.402 2.820 -2.285
H -0.474 1.929 -3.481
H 0.362 2.725 0.012
H 1.163 1.695 1.158
H 2.238 2.877 -1.410
H 2.892 1.323 -0.931
H -1.047 -3.428 1.207
H 1.048 -3.495 -0.869
H -1.143 -5.330 0.232
H 0.263 -6.094 -0.525
H -0.716 -4.975 -1.450
H -3.414 -2.834 -0.734
H -2.026 -0.834 -2.744
H 0.830 -1.089 -1.394
H 2.847 -0.721 -0.765
H 2.379 -2.076 0.192
```

As for the HOMO-LUMO gap: 7.4 eV. The calculation puts the max |F| at 2.8 eV/Å. Its spin multiplicity is 1. The value obtained for the lowest unoccupied orbital energy is -0.561 eV.

=====

Below is one molecule with the formula C17H21N3O3S at a distorted geometry, with properties calculated with ωB97M-V/def2-TZVPD.

The geometry in XYZ format:
```
45
C17H21N3O3S, DFT ωB97M-V/def2-TZVPD
C 2.581 -1.140 0.134
N 1.176 -1.111 0.456
C 0.349 -1.984 -0.351
C -1.114 -2.040 0.099
O -1.999 -1.860 -0.717
N -1.363 -2.423 1.365
C -0.399 -2.731 2.395
C -0.433 -1.691 3.517
C -1.849 -1.564 4.071
C -2.810 -1.248 2.929
C -2.721 -2.340 1.866
S 0.655 0.439 0.800
O -0.765 0.453 0.941
O 1.429 0.844 1.945
C 1.148 1.553 -0.533
C 2.005 2.576 -0.248
C 2.308 3.541 -1.223
C 1.714 3.488 -2.454
C 0.815 2.449 -2.772
C 0.144 2.341 -4.009
C -0.716 1.297 -4.218
C -0.869 0.335 -3.201
N -0.255 0.398 -2.055
C 0.547 1.442 -1.800
H 3.079 -0.445 0.806
H 2.975 -2.144 0.301
H 2.778 -0.851 -0.906
H 0.331 -1.662 -1.399
H 0.774 -2.993 -0.297
H 0.603 -2.786 1.976
H -0.665 -3.715 2.807
H 0.262 -1.990 4.304
H -0.107 -0.731 3.118
H -1.885 -0.775 4.824
H -2.144 -2.503 4.551
H -3.836 -1.173 3.295
H -2.525 -0.302 2.467
H -3.370 -2.116 1.019
H -3.000 -3.312 2.291
H 2.428 2.633 0.742
H 2.996 4.337 -0.982
H 1.916 4.244 -3.199
H 0.320 3.088 -4.772
H -1.257 1.193 -5.145
H -1.515 -0.523 -3.331
```

As for the HOMO-LUMO gap: 8.3 eV. As for the SMILES: CN(CC(=O)N1CCCCC1)S(=O)(=O)c1cccc2cccnc12. The calculation puts the max |F| at 1.1 eV/Å. Its spin multiplicity is 1. The value obtained for the lowest unoccupied orbital energy is -0.303 eV.

=====

Below is C17H21N3O4PSSbSe4Ti as an isolated structure at a distorted geometry, with properties calculated with ωB97M-V/def2-TZVPD.

The geometry in XYZ format:
```
53
C17H21N3O4PSSbSe4Ti, DFT ωB97M-V/def2-TZVPD
Ti 0.207 1.272 -0.792
O 0.356 1.922 -2.682
N 1.668 1.621 -2.421
C 2.296 0.711 -3.283
C 3.626 0.450 -3.144
C 4.394 1.094 -2.166
C 3.747 2.077 -1.350
C 2.423 2.392 -1.496
S 1.489 3.450 -0.485
H 1.628 0.254 -3.995
H 4.075 -0.276 -3.812
H 5.448 0.882 -2.055
H 4.287 2.606 -0.576
N -1.794 -0.822 -2.715
C -1.632 -1.688 -1.665
C -2.623 -2.611 -1.371
C -2.428 -3.641 -0.450
C -1.219 -3.827 0.168
C -0.189 -2.898 -0.072
C 1.105 -3.065 0.475
C 2.086 -2.183 0.165
C 1.741 -1.040 -0.583
N 0.531 -0.770 -0.995
C -0.417 -1.767 -0.901
H -2.768 -0.527 -2.819
H -1.179 -0.020 -2.722
H -3.575 -2.501 -1.875
H -3.246 -4.323 -0.252
H -1.037 -4.662 0.831
H 1.293 -3.917 1.119
H 3.103 -2.301 0.512
H 2.491 -0.276 -0.751
C -1.612 -0.368 3.266
O -0.538 -0.235 2.335
P 0.189 1.153 1.959
O -0.532 2.288 2.825
C -1.618 3.158 2.454
O 1.474 1.143 3.001
C 2.566 0.327 2.640
H -1.656 -1.419 3.550
H -2.548 -0.081 2.783
H -1.440 0.248 4.151
H -2.551 2.601 2.379
H -1.419 3.652 1.510
H -1.685 3.890 3.259
H 3.323 0.440 3.416
H 2.995 0.644 1.681
H 2.276 -0.727 2.576
Se -5.490 3.873 -0.601
Sb -4.981 1.551 -0.335
Se -2.068 1.477 -0.332
Se -5.251 0.661 1.887
Se -5.320 0.106 -2.245
```

As for the HOMO-LUMO gap (alpha / beta): 4.8 / 5.9 eV. Its total charge is -2. The calculation puts the max |F| at 2.2 eV/Å. Its spin multiplicity is 3. The value obtained for the lowest unoccupied orbital energy (alpha / beta) is 4.018 / 3.978 eV.

=====

Below is one molecule with the formula C17H21N3O4S, with properties calculated with ωB97M-V/def2-TZVPD.

The geometry in XYZ format:
```
46
C17H21N3O4S, DFT ωB97M-V/def2-TZVPD
C -6.233 -1.457 0.848
C -6.201 -1.053 -0.623
O -4.936 -1.277 -1.219
C -3.905 -0.438 -0.976
C -2.683 -0.814 -1.550
C -1.559 -0.034 -1.383
C -1.648 1.127 -0.636
S -0.211 2.145 -0.372
O 0.826 1.759 -1.282
O -0.611 3.521 -0.335
N 0.339 1.859 1.187
C 0.637 0.526 1.684
C -0.586 -0.243 2.177
C 1.352 -0.238 0.559
O 0.892 -1.238 0.052
N 2.559 0.276 0.258
C 3.274 -0.146 -0.927
C 4.749 -0.270 -0.676
C 5.674 0.012 -1.674
C 7.023 -0.136 -1.395
N 7.487 -0.530 -0.222
C 6.608 -0.799 0.729
C 5.238 -0.689 0.557
C -2.845 1.524 -0.077
C -3.978 0.745 -0.240
H -5.951 -2.502 0.947
H -7.237 -1.324 1.241
H -5.541 -0.858 1.434
H -6.510 -0.009 -0.751
H -6.882 -1.686 -1.196
H -2.648 -1.726 -2.122
H -0.610 -0.315 -1.809
H -0.192 2.423 1.833
H 1.347 0.647 2.516
H -0.264 -1.162 2.658
H -1.232 -0.507 1.344
H -1.145 0.355 2.893
H 2.757 1.211 0.583
H 3.074 0.554 -1.746
H 2.860 -1.122 -1.203
H 5.346 0.342 -2.648
H 7.774 0.074 -2.146
H 7.027 -1.121 1.673
H 4.558 -0.926 1.361
H -2.885 2.451 0.473
H -4.905 1.074 0.202
```

As for the HOMO-LUMO gap: 9.5 eV. As for the SMILES: CCOc1ccc(S(=O)(=O)N[C@@H](C)C(=O)NCc2ccncc2)cc1. The calculation puts the max |F| at 0.8 eV/Å. Its spin multiplicity is 1. The value obtained for the lowest unoccupied orbital energy is 0.474 eV.

=====

Below is C17H21N5O2RhSi as an isolated structure at a distorted geometry, with properties calculated with ωB97M-V/def2-TZVPD.

The geometry in XYZ format:
```
47
C17H21N5O2RhSi, DFT ωB97M-V/def2-TZVPD
Rh -0.999 -0.997 -0.745
C -4.989 0.201 -1.035
C -3.507 0.412 -1.261
O -2.852 -0.533 -1.827
C -2.943 1.638 -0.872
C -1.584 1.926 -0.881
C -1.095 3.337 -0.759
N -0.648 0.938 -0.986
N 0.593 1.336 -1.130
C 1.505 0.352 -1.223
O 1.145 -0.882 -1.256
C 2.895 0.708 -1.190
C 3.854 -0.321 -1.141
C 5.176 -0.032 -0.913
C 5.592 1.286 -0.753
C 4.657 2.314 -0.842
C 3.326 2.041 -1.060
H -5.193 -0.866 -1.009
H -5.564 0.646 -1.848
H -5.299 0.657 -0.098
H -3.622 2.426 -0.577
H -1.939 4.017 -0.693
H -0.493 3.588 -1.631
H -0.459 3.454 0.117
H 3.508 -1.338 -1.257
H 5.896 -0.837 -0.845
H 6.632 1.510 -0.555
H 4.986 3.339 -0.726
H 2.596 2.833 -1.117
C -1.052 1.126 2.327
Si -0.909 -0.691 1.644
C -2.293 -1.691 2.578
C 0.787 -1.322 2.350
H -1.027 1.138 3.413
H -1.972 1.600 2.003
H -0.223 1.727 1.967
H -2.177 -1.598 3.654
H -2.241 -2.744 2.322
H -3.283 -1.334 2.314
H 0.815 -1.275 3.436
H 1.603 -0.720 1.963
H 0.968 -2.348 2.050
N -1.099 -2.921 -0.571
C -0.603 -3.986 -0.654
N -0.344 -5.199 -0.597
C 0.566 -6.032 -0.928
N 1.307 -6.889 -1.156
```

As for the HOMO-LUMO gap: 6.6 eV. Its total charge is -1. The calculation puts the max |F| at 3.9 eV/Å. Its spin multiplicity is 1. The value obtained for the lowest unoccupied orbital energy is 2.405 eV.

=====

Below is one molecule with the formula C17H21N7O2 at a distorted geometry, with properties calculated with ωB97M-V/def2-TZVPD.

The geometry in XYZ format:
```
47
C17H21N7O2, DFT ωB97M-V/def2-TZVPD
C -4.461 0.242 -0.205
N -3.344 -0.258 0.577
C -2.605 0.572 1.403
O -2.812 1.787 1.357
C -1.630 0.054 2.316
N -1.348 -1.240 2.328
N -2.089 -2.095 1.509
C -1.791 -3.534 1.561
C -0.320 -3.851 1.129
C 0.125 -3.439 -0.314
C 0.508 -1.994 -0.495
N 0.905 -1.808 -1.909
C 0.939 -0.416 -2.455
C 1.950 0.529 -1.826
C 3.302 0.353 -2.162
C 4.275 1.214 -1.652
C 3.857 2.259 -0.799
C 2.493 2.362 -0.492
N 2.016 3.384 0.287
C 0.633 3.696 0.324
C 0.484 4.875 0.996
C 1.854 5.257 1.317
N 2.749 4.376 0.871
N 1.581 1.478 -0.937
C -3.060 -1.604 0.613
O -3.799 -2.345 0.013
H -4.498 1.364 -0.239
H -4.423 -0.143 -1.225
H -5.415 -0.122 0.250
H -1.103 0.727 2.951
H -2.495 -4.138 0.967
H -1.864 -3.895 2.614
H -0.209 -4.949 1.244
H 0.373 -3.296 1.840
H -0.681 -3.732 -0.999
H 1.019 -4.030 -0.582
H -0.341 -1.296 -0.219
H 1.368 -1.788 0.125
H 1.723 -2.356 -2.095
H -0.071 0.018 -2.349
H 1.192 -0.501 -3.544
H 3.564 -0.435 -2.871
H 5.313 1.100 -1.903
H 4.547 2.997 -0.334
H -0.166 3.072 -0.104
H -0.442 5.419 1.221
H 2.199 6.132 1.897
```

As for the HOMO-LUMO gap: 8.4 eV. As for the SMILES: Cn1c(=O)cnn(CCCCNCc2cccc(-n3cccn3)n2)c1=O. The calculation puts the max |F| at 4.4 eV/Å. Its spin multiplicity is 1. The value obtained for the lowest unoccupied orbital energy is -0.126 eV.

=====

Below is one molecule with the formula C17H21NSi at a distorted geometry, with properties calculated with ωB97M-V/def2-TZVPD.

The geometry in XYZ format:
```
40
C17H21NSi, DFT ωB97M-V/def2-TZVPD
C -0.580 0.755 -4.209
C -0.346 0.331 -2.955
C -1.475 -0.280 -2.161
Si -1.373 0.330 -0.393
C -2.724 -0.724 0.412
C -2.180 2.019 -0.383
N 0.145 0.162 0.615
C 0.105 -0.953 1.488
C -0.420 -1.002 2.789
C -0.478 -2.205 3.508
C -0.042 -3.386 2.911
C 0.457 -3.445 1.632
C 0.492 -2.250 0.970
C 1.297 0.872 0.285
C 2.577 0.472 0.731
C 3.749 1.058 0.393
C 3.624 2.187 -0.389
C 2.381 2.837 -0.718
C 1.215 2.114 -0.426
H -1.492 0.599 -4.664
H 0.181 1.357 -4.643
H 0.549 0.447 -2.421
H -2.510 0.040 -2.242
H -1.414 -1.375 -2.120
H -3.674 -0.735 -0.132
H -2.920 -0.419 1.363
H -2.350 -1.781 0.346
H -2.653 1.918 0.614
H -2.936 2.142 -1.168
H -1.466 2.890 -0.458
H -0.780 -0.137 3.299
H -0.970 -2.162 4.428
H -0.156 -4.324 3.421
H 0.742 -4.407 1.126
H 0.869 -2.197 -0.007
H 2.739 -0.458 1.255
H 4.668 0.538 0.598
H 4.429 2.876 -0.562
H 2.394 3.630 -1.455
H 0.324 2.666 -0.680
```

As for the HOMO-LUMO gap: 8.6 eV. As for the SMILES: C=CC[Si](C)(C)N(c1ccccc1)c1ccccc1. The calculation puts the max |F| at 3.9 eV/Å. Its spin multiplicity is 1. The value obtained for the lowest unoccupied orbital energy is 0.824 eV.

=====

Below is C17H22AsF5N3O7PbS2 as an isolated structure, with properties calculated with ωB97M-V/def2-TZVPD.

The geometry in XYZ format:
```
58
C17H22AsF5N3O7PbS2, DFT ωB97M-V/def2-TZVPD
Pb -0.266 0.438 -0.445
O -3.543 3.236 -0.862
C -2.486 2.650 -0.802
O -2.307 1.429 -0.402
C -1.208 3.380 -1.180
C -1.229 4.688 -1.629
C -0.020 5.305 -1.906
C 1.164 4.603 -1.716
C 1.103 3.297 -1.270
N -0.069 2.712 -1.016
H -2.182 5.182 -1.744
H 0.003 6.327 -2.259
H 2.124 5.060 -1.907
H 1.982 2.694 -1.092
F -1.059 -5.307 3.121
C -1.207 -4.460 2.117
C -2.038 -3.363 2.246
F -2.688 -3.140 3.415
C -2.196 -2.481 1.201
F -3.009 -1.423 1.412
C -1.516 -2.623 0.000
S -1.691 -1.454 -1.299
C -0.695 -3.740 -0.110
F -0.018 -3.963 -1.227
C -0.536 -4.651 0.921
F 0.264 -5.696 0.776
O 3.226 -0.719 0.345
S 2.058 -0.350 1.110
O 2.221 -0.288 2.538
O 1.533 1.032 0.597
O 0.869 -1.228 0.720
N -3.033 -0.302 4.062
C -1.631 0.223 4.284
C -0.763 0.011 3.060
N -1.112 0.840 1.908
H -3.624 -0.153 4.880
H -3.011 -1.308 3.851
H -3.482 0.152 3.264
H -1.230 -0.321 5.138
H -1.728 1.276 4.546
H -0.761 -1.039 2.762
H 0.274 0.215 3.328
H -0.802 1.798 2.036
H -2.091 0.856 1.637
C 1.971 -0.400 -4.816
As 2.227 -0.440 -2.922
C 3.880 0.423 -2.516
C 2.266 -2.250 -2.338
O 0.936 0.442 -2.280
H 2.784 -0.928 -5.312
H 1.950 0.638 -5.143
H 1.021 -0.876 -5.051
H 4.688 -0.116 -3.010
H 4.011 0.398 -1.436
H 3.843 1.446 -2.887
H 3.099 -2.755 -2.827
H 1.327 -2.726 -2.607
H 2.407 -2.253 -1.260
```

As for the HOMO-LUMO gap: 7.7 eV. Its total charge is +1. The calculation puts the max |F| at 0.1 eV/Å. Its spin multiplicity is 1. The value obtained for the lowest unoccupied orbital energy is -4.099 eV.